# 1
The following is a DFT calculation (ωB97M-V/def2-TZVPD) of a molecular structure, C29H20F5N5O2SV.

Calculated values
Expectation value of S²: 2.0228
Total energy, eV: -92052.521
Max |F|, hartree/bohr: 0.010
Gap between HOMO and LUMO (alpha / beta), eV: 7.7 / 8.6
Multiplicity: 3
Net charge: +1

```
63
C29H20F5N5O2SV (ωB97M-V/def2-TZVPD)
V -0.2661 0.5615 -0.1910
S 0.9901 -0.7006 -1.6027
F 1.9872 -6.2964 -0.0248
F 4.0501 -4.6500 -0.7063
F 3.5700 -2.1188 -1.4358
F -0.5604 -5.3602 -0.1045
F -1.0656 -2.8468 -0.8580
O -2.0939 0.2833 -0.9688
O -1.5825 -0.7020 0.8929
N 0.9666 0.8610 1.5068
N 0.2324 2.4185 -1.1123
N -1.4305 2.1187 1.0115
N -0.3837 4.4847 -1.6193
N 0.8181 1.0605 3.7096
C 0.3406 1.4289 2.5108
C -4.2824 -1.4513 -1.4267
C 2.5302 -2.8859 -1.0806
C -3.9374 -2.2949 0.8197
C 2.4828 4.3936 -3.9607
C 3.8242 -1.3599 2.3407
C 2.9662 -0.6894 1.4948
C 2.8034 -4.1958 -0.7183
C -2.3826 -0.6164 -0.0874
C 2.2200 2.3325 -2.6935
C 1.8654 0.1666 3.4722
C -5.3820 -2.2803 -1.5613
C 0.7186 4.2086 -2.4213
C -1.7251 3.2533 0.1233
C -0.7267 2.4495 2.2640
C 1.9565 0.0602 2.0904
C -0.6133 3.3925 -0.8696
C 2.7233 -0.5029 4.3366
C -5.7617 -3.1021 -0.5080
C 0.4517 -4.5503 -0.4005
C 1.7521 -5.0321 -0.3651
C 2.8931 3.0898 -3.6280
C 3.6967 -1.2778 3.7388
C 0.2111 -3.2333 -0.7629
C 1.2383 -2.3629 -1.0771
C 1.1053 2.9152 -2.0933
C 1.3903 4.9807 -3.3620
C -3.5636 -1.4634 -0.2342
C -5.0455 -3.1115 0.6824
H 0.4649 1.3651 4.6017
H -2.6576 3.0254 -0.4053
H 2.6453 -0.4197 5.4093
H -3.9675 -0.8060 -2.2340
H -0.9150 5.3409 -1.6062
H -1.4177 2.5266 3.1105
H -2.2886 1.6184 1.2265
H -1.8773 4.1900 0.6748
H 3.7598 2.6691 -4.1152
H 1.0836 5.9857 -3.6125
H 3.0858 -0.7129 0.4229
H 4.6233 -1.9504 1.9172
H -3.3451 -2.2981 1.7238
H 3.0434 4.9455 -4.6998
H -5.3445 -3.7573 1.4940
H 2.5397 1.3338 -2.4408
H -0.2422 3.4261 2.1507
H -6.6223 -3.7472 -0.6164
H -5.9414 -2.2903 -2.4847
H 4.3923 -1.8190 4.3632
```

=====

# 2
The following is a DFT calculation (ωB97M-V/def2-TZVPD) of C5H7NO2 in the gas phase.

Calculated values
Energy above the lowest of the compared OMol25 structures with the same formula, charge and spin, kJ/mol: 634.8
Total energy, eV: -10877.038
Max |F|, hartree/bohr: 0.162
Gap between HOMO and LUMO (alpha / beta), eV: 8.1 / 8.1

```
15
C5H7NO2 (ωB97M-V/def2-TZVPD)
O 2.1647 0.2642 0.9534
O -0.8548 1.3778 -0.2301
N 0.5916 1.3773 -0.5962
C -1.2600 0.1637 0.1698
C 2.5765 -0.3552 -0.3061
C 1.2175 0.1188 -0.1508
C -2.6770 -0.1972 0.1914
C 0.1676 -0.8355 -0.0577
H -2.7050 -1.2353 -0.1338
H 0.2332 -1.7456 0.4504
H -3.3015 0.5839 -0.2354
H 2.7970 -1.4483 -0.3992
H -3.1102 -0.3052 1.1398
H 3.2369 0.2801 -0.9271
H 0.9234 1.9564 0.1318
```

=====

# 3
The following is a DFT calculation (ωB97M-V/def2-TZVPD) of a molecular structure, C39H46F4InN6.

Calculated values
Energy above the lowest of the compared OMol25 structures with the same formula, charge and spin, kJ/mol: 0.0
Total energy, eV: -66169.422
Max |F|, hartree/bohr: 0.036
Gap between HOMO and LUMO, eV: 8.1
Net charge: +1

```
96
C39H46F4InN6 (ωB97M-V/def2-TZVPD)
In -0.0199 0.7821 1.0224
F -2.5690 6.9040 2.1779
F -0.6795 2.6229 -0.5950
F -2.1301 4.5354 -1.8610
F -1.1413 5.0619 3.4740
N 2.1197 1.1898 2.4388
N 1.6171 0.8828 -0.6316
N -1.8396 -2.4863 -1.5873
N -0.9926 -0.5003 -0.7436
N -0.1972 2.7196 2.0330
N -1.5562 -2.3079 0.6705
C 2.4335 0.9298 -1.4336
C -2.3103 -0.7639 4.4757
C -1.9130 4.6582 -0.5400
C -0.6232 0.7279 -4.7432
C -1.2902 -0.5072 2.3212
C 3.0370 1.8304 -3.5931
C -2.3416 -2.5993 2.9110
C 0.0756 -4.4713 -0.5799
C -1.7156 -6.1491 -1.0626
C -1.8082 0.8364 -2.6358
C -1.3793 4.8836 2.1533
C 3.5027 0.9877 -2.3980
C -2.1157 5.8485 1.4913
C 2.7135 -0.1079 2.7908
C 3.8407 -0.4439 -2.8434
C 1.3729 1.6812 3.5988
C 0.4681 2.8798 3.3039
C -2.7225 -4.0194 2.5975
C -2.1923 -3.8559 -1.5466
C -1.6268 1.2514 -3.9512
C -2.4067 5.7556 0.1398
C -1.3028 -4.8209 -1.0611
C 2.8217 3.3017 1.1855
C -1.6357 0.0138 3.5544
C -0.8941 3.7276 1.4946
C -1.7106 -1.7768 1.9526
C -3.8103 -5.5616 -2.0683
C 3.1391 -0.9279 1.5824
C 0.2313 -0.2325 -4.2239
C -0.8987 -0.0775 -2.0952
C 3.1991 2.1325 2.0932
C -3.0018 1.3161 -1.8715
C -2.9554 -6.5208 -1.5485
C 4.7178 1.6409 -1.7175
C 0.1051 -0.6155 -2.9020
C -2.6152 -2.0771 4.1626
C -1.1940 3.6861 0.1173
C -3.4282 -4.2338 -2.0653
C -1.4367 -1.7072 -0.5423
H -3.1908 2.3616 -2.0970
H 5.5561 1.6426 -2.4095
H 4.1156 -1.0653 -1.9933
H -3.1066 -4.5047 3.4919
H 0.7773 -1.3509 -2.4758
H -2.8713 1.1855 -0.7963
H 1.8183 3.6634 1.3605
H -1.3923 1.0387 3.7980
H -0.2472 2.9655 4.1327
H 5.0147 1.0939 -0.8240
H 2.2698 -1.1273 0.9524
H 3.8367 1.8866 -4.3277
H -2.2993 1.9900 -4.3611
H -1.9489 -2.0196 -2.4780
H -4.7649 -5.8479 -2.4828
H 3.8961 -0.4190 0.9899
H 3.9874 1.5733 1.5885
H 3.6194 2.5217 3.0313
H -3.2462 -7.5599 -1.5410
H 1.9671 -0.6959 3.3353
H -2.5817 -0.3534 5.4350
H -1.8655 -4.5983 2.2523
H -1.9656 -3.2329 0.5878
H -2.9942 6.5078 -0.3516
H 2.9918 -0.8984 -3.3471
H -4.0816 -3.4755 -2.4708
H 3.5113 4.1265 1.3514
H 4.4987 2.6705 -1.4446
H 0.1142 -4.3969 0.5083
H 2.1613 1.3836 -4.0568
H 3.5557 -1.8747 1.9198
H 0.7774 -5.2457 -0.8812
H 0.9804 -0.6936 -4.8540
H -3.5034 -4.0591 1.8369
H 3.5744 0.0519 3.4573
H 2.7803 2.8387 -3.2770
H 2.8835 3.0131 0.1426
H 1.0633 3.8007 3.3067
H 4.6794 -0.4151 -3.5359
H 2.0574 1.9662 4.4100
H -3.0901 -2.7013 4.9034
H 0.4107 -3.5231 -0.9954
H -3.8814 0.7510 -2.1835
H -1.0379 -6.9047 -0.6959
H -0.5190 1.0512 -5.7677
H 0.7534 0.8542 3.9561
```

=====

# 4
The following is a DFT calculation (ωB97M-V/def2-TZVPD) of 14 unconnected molecules or ions with the total composition C32H90F15N11O21P2.

Calculated values
Energy above the lowest of the compared OMol25 structures with the same formula, charge and spin, kJ/mol: 782.6
Total energy, eV: -153360.157
Max |F|, hartree/bohr: 0.103
Gap between HOMO and LUMO, eV: 4.4

```
171
C32H90F15N11O21P2 (ωB97M-V/def2-TZVPD)
P -4.0955 3.9495 -1.3701
P 4.3717 -5.9860 0.6952
F -2.5488 4.3615 -1.7184
F 4.5176 -6.2387 2.3353
F 5.0690 3.4471 1.2426
F 5.5531 -7.0173 0.3825
F -3.6111 2.4500 -1.1291
F -3.8032 4.0491 0.1926
F 5.5328 -4.7988 0.7815
F 3.5278 4.2164 2.5130
F 4.0637 -5.7774 -0.9351
F 3.1993 -7.0822 0.8382
F -4.3420 3.5496 -2.8938
F -4.5928 5.4586 -1.6322
F 3.6118 4.8920 0.5275
F -5.6541 3.4524 -1.1468
F 3.3007 -4.8376 1.1187
O -0.1875 -3.6384 4.8381
O 3.6845 -2.4405 -3.5000
O 0.4007 -5.5414 -0.1283
O 1.3754 6.3756 5.3962
O -4.7142 -0.4141 1.3333
O 4.4750 0.8695 4.4376
O -7.4274 1.3619 2.2804
O -3.2103 1.6906 5.7697
O -0.9379 -1.7733 4.3657
O -1.6120 2.9657 5.4385
O 4.7783 -1.2308 -4.8871
O 0.6500 -2.4578 3.2321
O -3.4671 -2.1012 1.6687
O 1.8866 2.0277 1.8647
O 5.7140 -2.3758 -3.4292
O 0.6739 -1.7530 0.0521
O -5.4062 -1.9179 2.6180
O -2.3665 1.8256 3.8312
O 3.3966 1.5516 0.1567
O -0.5747 -3.6171 -5.4574
O 0.7764 1.4192 -4.4667
N -0.5529 0.2852 2.0331
N 1.9657 -7.8200 -1.4876
N -1.4058 3.5969 -4.2898
N -4.8095 2.3509 2.0705
N 0.7987 3.9538 4.0854
N 4.7204 -2.0907 -4.0029
N -0.1491 -2.6359 4.1244
N -2.3952 2.1633 5.0251
N -3.3038 -3.2672 -6.6114
N 3.0520 -0.8541 2.7632
N -4.5443 -1.5234 1.8120
C -0.8366 5.0816 2.6177
C 1.1740 0.3484 -5.2406
C 3.9110 1.8143 -1.1635
C -8.6481 0.8138 1.7839
C 0.5201 -3.2825 -4.5582
C -7.4109 2.7388 2.2954
C 5.2903 0.2121 3.3774
C 0.2373 6.3271 4.5859
C 0.7720 2.7076 -5.0854
C 0.1100 3.7678 -4.1378
C 0.2862 -0.4034 -0.3277
C -0.5945 -4.8071 0.5768
C 3.7643 3.8111 1.2897
C 1.1154 6.5621 6.7692
C 1.8294 -2.2035 -0.7071
C -0.1655 -6.2802 -1.2109
C 5.0999 -1.7745 1.7342
C -5.7236 4.6715 2.6793
C 4.6024 -1.1482 3.0435
C 2.7947 2.6025 0.8780
C 0.4842 3.5269 -2.6221
C 5.0140 2.1088 4.8400
C 4.2845 0.4978 -1.8142
C -5.9496 3.1726 2.7473
C -2.5439 -5.6541 -6.4976
C -1.3044 1.5809 0.0960
C -0.9153 0.2006 0.5315
C 1.0788 -6.6915 -2.0698
C -1.7854 -3.8326 -4.7114
C 0.6982 -7.2907 -3.4442
C 0.4097 5.3040 3.4796
C -2.8733 -4.3917 -5.6814
H -3.7805 -4.5340 -5.0942
H -7.5016 3.1740 1.3001
H -5.8230 2.8916 3.7928
H 5.8958 1.9813 5.4679
H 3.3381 -0.0083 -2.0047
H 1.6222 -7.3985 -4.0122
H 0.2952 -2.4253 -3.9236
H -8.7592 1.1034 0.7389
H 1.9195 -3.2731 -0.5175
H 0.5729 5.7010 7.1595
H -8.2401 3.0793 2.9154
H -0.6333 6.1457 5.2162
H -1.6271 2.6118 -4.3160
H 0.6264 7.5162 6.9663
H 2.4451 -1.6613 2.7702
H -6.4706 5.2901 3.1768
H -2.2217 1.9088 0.5851
H -1.7735 -0.4699 0.4861
H 0.0315 3.3606 4.3674
H 3.1892 2.3179 -1.8065
H -0.4429 4.4025 1.8615
H -0.4453 -0.6312 2.4436
H 2.7271 -0.1653 3.4267
H 1.4364 3.9758 4.8683
H -3.0642 -2.3346 -6.3064
H 2.2617 -7.5676 -0.5556
H 0.1365 -8.2248 -3.4583
H -1.5316 1.4839 -0.9657
H 2.7735 -1.7288 -0.4397
H 2.1247 6.5316 7.1795
H 4.5719 -2.6659 1.3956
H 0.3058 2.7287 -6.0704
H -0.8686 -5.6602 -1.7671
H 2.2009 0.4278 -5.5975
H -4.5588 2.7014 1.1571
H 0.0641 -6.6278 -4.0329
H -1.3651 -5.3992 1.0705
H -2.3751 -6.5239 -5.8627
H 2.7682 -8.1109 -2.0276
H 1.7162 -5.8245 -2.2440
H 6.1283 -2.1132 1.8598
H -1.7103 -5.5771 -7.1956
H -0.9057 -3.9984 -0.0844
H 1.4355 -8.6708 -1.3645
H 1.0982 0.3222 -0.2804
H -1.0979 6.0335 2.1555
H 5.3173 2.7403 4.0049
H -1.6852 -4.6299 -3.9749
H -0.8055 -7.0930 -0.8676
H -2.2148 -2.9806 -4.1844
H 1.7990 -2.1321 -1.7944
H -1.7148 4.6882 3.1297
H -1.8803 4.0687 -3.5333
H 2.9969 -0.3516 1.8889
H -8.6075 -0.2751 1.7605
H 4.7291 -1.8803 3.8410
H 4.8099 2.4253 -1.0810
H 5.4160 0.8779 2.5236
H 0.4680 0.2952 -6.0694
H 1.5349 3.7188 -2.4049
H -5.1308 1.3950 2.0144
H -0.0256 4.1617 -1.8974
H -0.5156 2.2996 0.3177
H -4.7562 4.8020 3.1643
H -3.3863 -5.9345 -7.1300
H 4.2789 2.7305 5.3510
H 1.1908 3.2821 3.4410
H 0.7383 -4.0135 -3.7797
H 1.2226 -0.5906 -4.6893
H -3.9632 2.3668 2.6215
H -0.2221 -4.2321 1.4246
H 1.2360 5.5583 2.8157
H -2.7742 -3.4716 -7.4467
H -4.2472 -3.2652 -6.9719
H -5.5871 5.0853 1.6802
H 4.8776 -0.0844 -1.1090
H -0.0459 -0.4652 -1.3640
H -9.5046 0.8237 2.4580
H -1.2499 0.7815 2.5699
H 6.3337 0.0877 3.6669
H 4.7986 0.6190 -2.7677
H 2.1494 3.1296 0.1752
H 5.0664 -1.0301 0.9388
H 1.4268 -3.0126 -5.0996
H 0.4614 4.7537 -4.4422
H 0.0527 7.3536 4.2692
H 1.8153 3.0094 -5.1781
H -1.6989 3.8715 -5.2165
H 0.3208 0.7883 2.0934
H 0.3774 2.4711 -2.3728
```

=====

# 5
The following is a DFT calculation (ωB97M-V/def2-TZVPD) of 3 unconnected molecules or ions with the total composition C4H16NO2.

Calculated values
Energy above the lowest of the compared OMol25 structures with the same formula, charge and spin, kJ/mol: 56.8
Total energy, eV: -9986.792
Max |F|, hartree/bohr: 0.030
Gap between HOMO and LUMO, eV: 12.2
Net charge: +1

```
23
C4H16NO2 (ωB97M-V/def2-TZVPD)
O -2.0323 1.7582 3.1874
O -1.3543 2.7475 0.3207
N 0.6123 0.9924 -0.1222
C 1.8775 -1.2423 -1.4538
C -0.1527 -2.6511 -0.8576
C -0.1876 -0.2189 -0.4801
C 0.6694 -1.4250 -0.5154
H 1.3053 0.7705 0.5984
H 0.2666 -3.5599 -0.4554
H 1.6758 -0.8443 -2.4500
H -1.7490 2.7606 1.2066
H -2.1809 1.4564 4.0983
H -1.3763 3.6904 0.1021
H 2.3141 -2.2112 -1.6080
H 2.6785 -0.6894 -0.9735
H -1.7139 2.6628 3.2700
H -0.6261 -0.0521 -1.4596
H -1.1526 -2.5144 -0.4692
H -0.9931 -0.2939 0.2488
H -0.2364 -2.6941 -1.9395
H -0.0051 1.8024 0.1675
H 1.2275 1.2584 -0.8914
H 1.1332 -1.5029 0.4758
```

=====

# 6
The following is a DFT calculation (ωB97M-V/def2-TZVPD) of a molecular structure, ClK.

Calculated values
Energy above the lowest of the compared OMol25 structures with the same formula, charge and spin, kJ/mol: 102.1
Total energy, eV: -28847.600
Max |F|, hartree/bohr: 0.115
Gap between HOMO and LUMO, eV: 8.1

```
2
ClK (ωB97M-V/def2-TZVPD)
K -12.0547 -22.6509 -9.6376
Cl -10.4074 -24.1541 -9.6006
```

=====

# 7
The following is a DFT calculation (ωB97M-V/def2-TZVPD) of C6H10 in the gas phase.

Calculated values
Energy above the lowest of the compared OMol25 structures with the same formula, charge and spin, kJ/mol: 60.4
Total energy, eV: -6383.233
Max |F|, hartree/bohr: 0.008
Gap between HOMO and LUMO, eV: 10.9

```
16
C6H10 (ωB97M-V/def2-TZVPD)
C -0.6379 -0.9845 0.7720
C -1.3475 0.3161 0.3911
C 0.7413 0.0621 -0.8936
C 0.8022 -0.8074 0.3317
C 1.6188 0.4646 0.2507
C -0.6095 0.7836 -0.8897
H -1.0038 -1.7727 0.0978
H 1.3756 1.3938 0.7633
H -2.4161 0.1548 0.2112
H -0.4738 1.8722 -0.8942
H 1.1176 -0.3277 -1.8316
H 1.4108 -1.7073 0.3258
H -0.8126 -1.3217 1.7977
H 2.6892 0.2917 0.1550
H -1.2702 1.0543 1.1977
H -1.1842 0.5281 -1.7850
```